Computed, not measured: a 10-piece molecular cluster, C25H75N15O10 overall in a non-equilibrium geometry, with the ωB97M-V functional and the def2-TZVPD basis.

Each line ends with the Mulliken charge.
Cartesian coordinates (Å):
C1 2.2465 -1.9332 4.0629  0.4785
O1 2.5585 -2.8531 4.7867  -0.7630
N1 1.0183 -1.5803 3.8718  -0.2246
N2 3.0825 -1.2005 3.3698  -0.1319
H1 0.2501 -1.9614 4.4054  0.1380
H2 0.8456 -0.8297 3.2185  0.2370
H3 2.6379 -0.4106 2.9242  0.1639
H4 4.0493 -1.2436 3.6589  0.1973
C2 -2.7280 0.5985 4.1426  0.4878
O2 -3.1296 0.9889 5.2573  -0.7024
N3 -2.4810 1.2974 3.1168  0.0189
N4 -2.5596 -0.6070 3.7535  -0.1851
H5 -2.1574 0.9085 2.2426  0.0608
H6 -2.6999 2.2789 3.2108  -0.0712
H7 -2.3312 -0.7505 2.7802  0.1020
H8 -2.8768 -1.2959 4.4205  0.1688
C3 -1.3043 -3.3700 -3.5365  0.4845
O3 -0.7270 -3.0104 -2.5681  -0.5425
N5 -1.9769 -4.4259 -3.6036  -0.4280
N6 -1.2844 -2.8112 -4.6934  -0.4985
H9 -2.4089 -4.7887 -4.4413  0.1885
H10 -1.9433 -4.9730 -2.7552  0.2628
H11 -1.8074 -3.1426 -5.4913  0.2276
H12 -0.8368 -1.9076 -4.6372  0.2507
C4 2.9715 4.3030 2.3114  -0.7861
O4 2.5855 3.5432 1.4350  0.0802
N7 4.1324 4.9564 2.3464  -0.4353
N8 2.2437 4.6980 3.2865  -0.0615
H13 4.4224 5.6061 3.0633  0.2146
H14 4.8099 4.8166 1.6105  0.2432
H15 2.4947 5.5656 3.7385  0.2236
H16 1.3007 4.4018 3.4941  0.1163
C5 -1.4751 4.3313 2.3463  -1.4355
O5 -0.9544 3.9280 3.3194  -0.0141
N9 -1.0357 4.1291 1.1330  0.2576
N10 -2.7155 4.7398 2.1857  -0.3492
H17 -0.0540 3.9272 1.0078  -0.1234
H18 -1.6094 4.4567 0.3691  0.1808
H19 -2.9984 5.0979 1.2846  0.6312
H20 -3.2261 4.8590 3.0490  0.3701
C6 -7.2653 -5.5289 2.8668  -1.4675
C7 -6.3510 -4.2987 2.9042  0.6645
C8 -5.6493 -3.8191 1.7063  -0.4552
O6 -4.8055 -4.9132 1.1591  -0.3030
C9 -4.1418 -4.5870 -0.1057  -0.6772
N11 -7.0305 -3.1691 3.5652  -0.7757
H21 -8.0212 -5.2783 2.1225  0.3477
H22 -7.7231 -5.7236 3.8366  0.4425
H23 -6.6388 -6.4114 2.7369  0.2943
H24 -5.6265 -4.5724 3.6711  0.1901
H25 -5.0618 -2.9499 2.0020  0.0022
H26 -6.2426 -3.3444 0.9248  0.3805
H27 -4.8430 -4.3826 -0.9149  0.3757
H28 -3.6687 -5.4891 -0.4937  0.2813
H29 -3.3182 -3.8735 -0.0803  0.1289
H30 -6.4088 -2.4691 3.9440  0.2536
H31 -7.3973 -3.6104 4.3964  0.2721
C10 2.9220 0.5251 0.3722  -1.4095
C11 1.4476 0.6883 0.7978  1.8060
C12 0.4406 -0.3651 0.2323  -1.4848
O7 -0.8526 -0.2351 0.9406  0.6422
C13 -1.6282 -1.3200 0.6092  -1.6393
N12 1.3534 0.9752 2.2167  -0.5849
H32 3.0983 0.2027 -0.6539  0.3661
H33 3.4245 -0.1528 1.0622  0.0542
H34 3.6078 1.3723 0.3634  0.3604
H35 0.9964 1.5772 0.3569  0.0931
H36 0.8275 -1.3516 0.4876  0.2918
H37 0.4296 -0.1331 -0.8327  0.2572
H38 -2.6996 -1.2394 0.7925  0.3615
H39 -1.3024 -2.2147 1.1397  0.5548
H40 -1.6208 -1.5846 -0.4482  0.2681
H41 0.3607 1.1567 2.2570  0.1018
H42 1.9672 1.7636 2.3645  -0.0367
C14 -1.8413 1.3832 -3.1597  -1.1109
C15 -3.1127 1.7419 -2.3811  -0.6894
C16 -4.0751 0.5432 -2.3032  -0.1394
O8 -4.6310 -0.0147 -3.5411  -0.0790
C17 -5.7885 0.6834 -3.9661  -0.9452
N13 -2.8160 2.4108 -1.1300  0.8591
H43 -1.3381 0.6393 -2.5419  -0.0983
H44 -1.2056 2.2477 -3.3507  0.5825
H45 -2.0955 0.7178 -3.9847  0.4161
H46 -3.4764 2.4790 -3.0971  -0.0483
H47 -4.8441 0.9377 -1.6390  0.6607
H48 -3.4820 -0.2955 -1.9388  -0.4197
H49 -6.6605 0.2376 -3.4876  0.2984
H50 -6.0160 0.2421 -4.9365  0.3251
H51 -5.5844 1.7482 -4.0784  0.2590
H52 -2.2813 1.7783 -0.5519  -0.1971
H53 -3.6825 2.5308 -0.6251  0.2414
C18 2.6883 1.7104 -3.6854  -0.8647
C19 3.7927 2.4927 -4.5585  0.2985
C20 4.3443 3.7069 -3.7203  -0.6852
O9 3.2633 4.6534 -3.5255  -0.2512
C21 2.9867 5.0416 -2.1753  -0.6575
N14 4.8410 1.4853 -4.8017  -0.7398
H54 3.1587 1.1968 -2.8470  0.1309
H55 2.0608 1.1007 -4.3356  0.3935
H56 1.9670 2.3486 -3.1749  0.1357
H57 3.4057 2.9088 -5.4886  0.4315
H58 5.1220 4.1945 -4.3082  0.2951
H59 4.5745 3.2524 -2.7567  0.2598
H60 3.8939 5.4177 -1.7025  0.3251
H61 2.7248 4.1262 -1.6447  0.0736
H62 2.2925 5.8699 -2.0332  0.3890
H63 4.4272 0.7864 -5.4020  0.3214
H64 4.9335 0.9469 -3.9522  0.2020
C22 7.0886 -1.0480 -1.2466  -1.5535
C23 6.1397 -1.1107 0.0241  1.3104
C24 5.2843 -2.3376 0.3072  -0.8066
O10 4.3434 -2.3999 -0.7844  -0.2255
C25 3.3996 -3.4044 -0.6643  -0.9343
N15 6.8668 -0.7674 1.1978  -0.6334
H65 7.7241 -1.9336 -1.2516  0.3381
H66 7.7472 -0.1859 -1.1412  0.4117
H67 6.6294 -1.0310 -2.2350  0.2945
H68 5.5060 -0.2310 0.1361  -0.4206
H69 4.8438 -2.3597 1.3040  0.3594
H70 5.9104 -3.2212 0.1830  0.5535
H71 2.4597 -3.1820 -1.1695  0.2872
H72 3.0167 -3.5540 0.3452  0.3253
H73 3.9063 -4.3404 -0.8995  0.3581
H74 7.6575 -0.1395 1.1736  0.1970
H75 7.0241 -1.5844 1.7704  0.1767

Atoms 1-2, force components in eV/Å:
C 0.646 -1.867 1.446
O 0.904 -1.359 1.253

Computed properties:
- orbital gap (spin up / spin down) (eV) = 1.5 / 9.1
- total charge = -1
- highest occupied orbital energy (spin up / spin down) (eV) = 0.4860 / -7.1023
- E_tot (Ha) = -2571.10395
- energy above the lowest of the compared OMol25 structures with the same formula, charge and spin (kJ/mol) = 365.0
- F_max (eV/Å) = 8.43
- multiplicity = 2


Computed, not measured: a 13-piece molecular cluster, C25H76N10O13 overall in a non-equilibrium geometry, with the ωB97M-V functional and the def2-TZVPD basis.

Each line ends with the Mulliken charge.
Cartesian coordinates (Å):
C1 -1.4324 6.4662 18.8471  -0.4809
O1 -2.0851 7.1552 17.8227  -0.7715
H1 -2.0878 5.7719 19.2780  -0.2310
H2 -1.1046 7.1439 19.5823  0.3695
H3 -0.6278 5.8966 18.4906  0.4631
H4 -2.9781 7.3465 18.1716  0.1234
C2 -7.7511 8.9288 20.2781  0.1930
O2 -8.5750 9.3117 21.3411  -0.6782
H5 -6.7511 9.3690 20.3168  0.2451
H6 -8.1362 9.1281 19.2907  -0.6694
H7 -7.6099 7.8221 20.3323  0.0990
H8 -8.1980 9.0339 22.2139  0.5461
C3 -4.7883 8.4949 18.3805  -0.1519
O3 -5.0762 9.8473 18.7477  -0.8457
N1 -4.6423 7.5098 19.1957  3.5461
N2 -4.5211 8.1238 17.1809  0.1458
H9 -4.7028 7.9586 20.1247  -0.7019
H10 -4.8536 6.5371 19.1343  -1.5372
H11 -4.5760 8.8501 16.4294  0.3709
H12 -4.3166 7.1350 16.8844  -0.0894
C4 -7.9343 7.8108 24.4214  0.2428
O4 -8.5407 8.1873 25.5903  -0.8264
N3 -7.8139 6.5821 24.0384  -0.0895
N4 -7.2989 8.6249 23.6543  -0.2156
H13 -8.1826 5.8346 24.6646  0.2518
H14 -7.4514 6.2768 23.1226  0.3103
H15 -7.3499 9.6665 23.9470  0.3064
H16 -6.5918 8.4263 22.9706  0.1001
C5 -11.3497 4.5179 18.0358  -0.0748
O5 -9.9858 5.0152 18.0766  -0.3758
N5 -12.0242 4.2266 19.1374  -0.0344
N6 -12.0740 4.3005 17.0097  -0.3515
H17 -11.6237 4.3334 20.0959  -0.1880
H18 -12.9975 3.8639 19.2180  0.2450
H19 -11.6604 4.1712 16.0750  0.3069
H20 -13.0497 3.9885 17.1073  0.1634
C6 -6.4073 5.3663 20.3003  -2.4573
O6 -6.8619 5.9555 21.4565  0.5751
N7 -7.1142 5.3458 19.2331  4.8574
N8 -5.2041 4.9338 20.1770  1.5794
H21 -8.0235 5.7958 19.1165  -1.3416
H22 -6.9671 4.6549 18.5269  -1.3672
H23 -4.6517 4.9001 21.0647  -1.7483
H24 -4.7180 4.5132 19.3949  0.8087
C7 -4.3986 4.6242 16.8660  0.5122
O7 -3.9711 4.0674 17.9989  -0.7597
N9 -5.4059 4.2071 16.1366  -0.2978
N10 -3.9286 5.7471 16.3852  -0.4635
H25 -6.0291 3.5513 16.5999  0.0013
H26 -5.8714 4.9024 15.5446  0.2861
H27 -3.0844 6.0494 16.8686  0.3242
H28 -3.9157 5.9992 15.4016  0.2735
C8 -11.2017 9.4036 18.7624  -1.2492
C9 -11.7441 8.0647 19.2675  0.8699
C10 -11.0395 7.5476 20.5459  -0.3600
O8 -12.9054 8.0813 19.6213  -0.4666
H29 -10.1170 9.2623 18.5849  -0.0172
H30 -11.2843 10.1968 19.5144  0.3977
H31 -11.6834 9.7091 17.8151  0.4541
H32 -11.6835 7.3392 18.4480  -0.2845
H33 -11.4124 6.5408 20.7059  0.0157
H34 -11.2915 8.2141 21.3780  0.5402
H35 -9.9732 7.4049 20.4859  -0.3983
H36 -13.4880 8.5686 19.0795  0.4344
C11 -6.3070 1.9493 18.5806  -1.2083
C12 -7.6949 2.2745 18.0556  0.7613
C13 -8.6820 2.3646 19.2226  -1.4117
O9 -7.7654 3.3263 17.3246  -0.6007
H37 -6.3514 1.0492 19.2304  0.4784
H38 -6.0487 2.8165 19.1701  -0.0516
H39 -5.7066 1.6743 17.7209  0.4496
H40 -8.0717 1.4603 17.3995  0.5042
H41 -9.6564 2.6016 18.9115  0.1651
H42 -8.1810 3.1100 19.8467  0.3159
H43 -8.8141 1.4512 19.7691  0.5792
H44 -8.5902 3.8122 17.5452  -0.1551
C14 -7.8922 9.8352 16.5077  -0.9958
C15 -7.6790 8.4324 16.0814  0.0625
C16 -7.8719 7.3303 17.1482  1.1752
O10 -8.3754 8.1050 15.1085  -0.5704
H45 -8.9870 9.9775 16.5604  0.2668
H46 -7.4590 10.5003 15.7145  0.2590
H47 -7.4248 10.0974 17.4854  0.2961
H48 -6.6696 8.2716 15.7195  0.1353
H49 -8.8627 7.4369 17.5857  -0.4004
H50 -7.1616 7.4256 17.9379  -0.7252
H51 -7.8196 6.2816 16.7716  0.1291
H52 -9.2970 8.3496 15.2201  0.4705
C17 -2.7226 3.3333 21.7049  -1.2303
C18 -3.3233 3.9344 23.0028  0.7036
C19 -2.3650 4.6001 23.9034  -1.9356
O11 -4.2601 4.7187 22.7494  -0.7195
H53 -3.4604 2.6932 21.2480  0.2376
H54 -1.8006 2.8421 21.8637  0.5562
H55 -2.5262 4.0862 20.9756  0.0739
H56 -3.7395 3.1577 23.5768  0.3400
H57 -2.7032 4.8328 24.8635  0.5376
H58 -1.9489 5.5445 23.6477  0.3202
H59 -1.5676 3.9902 23.9694  0.6037
H60 -4.4908 5.1509 23.5813  0.2298
C20 -2.9504 7.4262 21.7721  -1.1210
C21 -4.2164 7.9653 22.4029  0.9075
C22 -3.9245 8.8197 23.5653  -1.6768
O12 -4.8493 8.6677 21.6107  -0.2674
H61 -2.1825 7.3657 22.5352  0.6157
H62 -2.5639 8.1504 21.0422  0.3213
H63 -3.1949 6.4890 21.2090  -0.0031
H64 -4.8276 7.0836 22.7280  -0.5925
H65 -4.8248 9.3294 23.9235  0.3100
H66 -3.2763 9.6231 23.2401  0.5435
H67 -3.4875 8.1964 24.3612  0.3752
H68 -4.5926 9.6025 21.6309  0.3466
C23 -10.7669 2.3904 21.9076  -1.4258
C24 -10.7772 3.8434 22.2991  -0.6407
C25 -9.5421 4.4808 21.7429  0.3985
O13 -11.8054 4.4383 21.9957  -0.6349
H69 -11.3453 1.7460 22.6454  0.3441
H70 -9.8413 1.8650 21.8722  0.3777
H71 -11.2250 2.2162 20.9867  0.3389
H72 -10.6764 3.7870 23.3480  0.7768
H73 -9.4202 4.5041 20.6663  -0.6831
H74 -8.6176 4.0201 22.0275  0.7741
H75 -9.4999 5.4314 22.1699  0.0662
H76 -12.3603 4.5279 22.7936  0.4683

Atoms 1-2, force components in eV/Å:
C -0.230 0.254 -0.125
O -0.409 0.091 -0.618

Computed properties:
- orbital gap (eV) = 8.4
- highest occupied orbital energy (eV) = -8.3610
- E_tot (Ha) = -2523.49261
- energy above the lowest of the compared OMol25 structures with the same formula, charge and spin (kJ/mol) = 596.5
- F_max (eV/Å) = 12.75


Among the records above, which one has the highest energy above the lowest of the compared OMol25 structures with the same formula, charge and spin? C25H76N10O13


The lowest F_max belongs to which entry? C25H75N15O10


What is the F_max in the first record? 8.43 eV/Å